Entry 1:
The following is a quantum chemistry calculation of a cluster of 6 separate species, C35H66FI3NO16 in total, from the OMol25 dataset.

Structure (XYZ):
```
122
C35H66FI3NO16 | the OMol25 dataset | wB97M-V/def2-TZVPD
C 0.97908 -0.88210 8.46794
C 1.32650 -1.70280 7.15627
C 1.62855 -0.79033 5.91034
C 0.54441 -0.91914 4.76712
C -0.89103 -0.83020 5.39192
C -2.03635 -0.37846 4.43464
C -3.52432 -0.84850 4.65242
C -3.80483 -1.87766 5.80083
C -3.22071 -3.31943 5.52140
I -3.42976 -1.17109 7.82039
C -1.75448 -0.55322 2.87648
C -1.94033 -2.01208 2.26789
C -0.80064 -2.46353 1.31034
C -0.57394 -1.51776 0.07238
F 0.37183 -2.73439 2.00226
C -2.74478 0.51333 2.26695
N -2.91715 1.43387 3.15160
C -3.82390 2.59834 2.96963
C -4.68719 2.50974 1.67581
C -5.81612 1.40002 1.76341
I -7.74670 2.17654 2.32540
C -2.08352 1.21504 4.38624
I -2.75450 2.26265 6.20085
C -0.76991 2.03349 4.01943
C 0.16590 2.45608 5.21713
O 1.51866 2.54191 4.69839
H 1.25104 0.19099 8.35658
H -0.08627 -0.97807 8.76239
H 1.59428 -1.25590 9.31941
H 2.27922 -2.23006 7.39945
H 0.57578 -2.49830 6.97818
H 1.74832 0.25139 6.26860
H 2.59135 -1.14587 5.47461
H 0.76854 -0.17702 3.97760
H 0.67940 -1.93755 4.34529
H -1.07626 -1.81166 5.87975
H -0.88439 -0.10630 6.24482
H -4.17753 0.03364 4.87163
H -3.99280 -1.30349 3.74170
H -4.90864 -2.03648 5.77604
H -2.22945 -3.30229 5.02996
H -3.93024 -3.78337 4.79116
H -3.23777 -3.95534 6.42610
H -0.74675 -0.27814 2.49946
H -2.16157 -2.77822 3.03486
H -2.85708 -1.94822 1.62560
H -1.13437 -3.43868 0.88498
H -1.41902 -0.82017 -0.08306
H -0.45421 -2.17588 -0.81157
H 0.39686 -1.00974 0.24389
H -3.18434 0.39192 1.26465
H -4.53542 2.63606 3.82908
H -3.25445 3.55413 3.01938
H -5.23275 3.47882 1.60501
H -4.04046 2.38029 0.78284
H -5.83622 0.90044 0.76758
H -5.48920 0.60585 2.47777
H -0.12546 1.56700 3.24738
H -1.13285 2.99040 3.56588
H 0.22383 1.72869 6.04417
H -0.05679 3.48838 5.57053
H 1.45539 2.92176 3.81765
C -9.51059 -1.23945 1.57722
O -9.59995 -2.22956 0.55561
C -10.28461 -1.83487 -0.52223
O -10.79732 -0.76115 -0.67515
O -10.29574 -2.84239 -1.39491
C -11.00001 -2.55770 -2.60431
H -8.93717 -1.66496 2.39919
H -8.98961 -0.35418 1.21201
H -10.50180 -0.97555 1.94649
H -10.53654 -1.72484 -3.13313
H -12.04870 -2.34472 -2.39831
H -10.94121 -3.44469 -3.23127
C 0.50198 0.06430 -5.98444
O 1.68849 0.00613 -5.19051
C 1.46780 -0.01133 -3.87626
O 0.39336 0.01653 -3.33699
O 2.65100 -0.06678 -3.26324
C 2.56288 -0.08923 -1.84172
H 0.80928 0.07362 -7.02828
H -0.12059 -0.81384 -5.81190
H -0.05583 0.97727 -5.77707
H 2.02228 -0.97379 -1.50392
H 2.08729 0.81912 -1.47030
H 3.57482 -0.13488 -1.44535
C 5.97352 -3.31032 -9.98911
O 5.66145 -3.29508 -8.59559
C 4.68210 -2.45338 -8.26649
O 4.07589 -1.74359 -9.02406
O 4.49208 -2.53377 -6.94912
C 3.46378 -1.67360 -6.45858
H 6.77877 -4.02705 -10.13419
H 5.11115 -3.63101 -10.57359
H 6.31624 -2.32917 -10.31821
H 2.50299 -1.93134 -6.90584
H 3.71012 -0.63035 -6.65084
H 3.39706 -1.82054 -5.38449
C 8.58971 3.42594 -8.58315
O 7.32185 3.03770 -8.05596
C 6.55470 2.37041 -8.92211
O 6.84624 2.09155 -10.05194
O 5.40842 2.06837 -8.31023
C 4.48401 1.34668 -9.12812
H 9.12101 3.95652 -7.79573
H 9.17269 2.55045 -8.86901
H 8.46451 4.09678 -9.43305
H 4.90420 0.39257 -9.43498
H 4.19668 1.93792 -9.99832
H 3.59587 1.15623 -8.52911
C 6.42104 3.88995 -1.68723
O 5.59954 3.08398 -0.84040
C 6.03954 2.98525 0.41745
O 7.02579 3.49970 0.86273
O 5.18528 2.20711 1.09455
C 5.52820 2.00392 2.46316
H 5.96489 3.89383 -2.67489
H 6.46514 4.91479 -1.31899
H 7.42242 3.46772 -1.76732
H 5.53024 2.95091 3.00297
H 6.49456 1.50887 2.55665
H 4.76437 1.35966 2.89509
```

molecular weight	1156.614	u
ΔE to the lowest compared entry with this formula, charge and spin	1.3367	eV
net charge	+1
HOMO	-0.429	hartree
E_tot	-3624.46283	Eh


Entry 2:
The following is a quantum chemistry calculation of a structure of composition C41H91Br2F12GaN5O7S, from the OMol25 dataset.

Structure (XYZ):
```
160
C41H91Br2F12GaN5O7S | the OMol25 dataset | wB97M-V/def2-TZVPD
C -5.50656 1.92489 3.51670
C -4.00871 1.87711 3.69576
C -3.35608 0.63881 3.06291
C -2.42900 -0.11251 4.03418
C -1.11841 -0.55503 3.38592
C 0.06320 0.37120 3.69453
C 0.44453 1.27573 2.51754
C 1.65357 0.77455 1.75004
C 1.57965 1.10869 0.27475
C 2.65573 0.37782 -0.50649
Ga 2.07285 -1.48926 -1.09726
C 2.35925 -2.93686 0.32745
C 1.30168 -3.23600 1.38674
C 1.99784 -4.12035 2.47996
C 1.50802 -5.55962 2.54633
C 2.47495 -6.36618 3.37981
F 2.40100 -5.87558 4.64611
F 3.73288 -6.17336 3.00498
C 2.26498 -7.89069 3.61684
F 3.27860 -8.32900 4.33218
F 1.18906 -8.11809 4.35786
S 2.10602 -8.97775 2.06813
F 0.65552 -8.49660 1.80483
F 1.57761 -10.13478 2.99757
F 3.55319 -9.55449 2.28108
F 2.72127 -7.92818 1.10367
F 1.95921 -9.97893 0.86664
C 0.20085 -1.27544 -1.90453
C -0.66946 -2.49401 -1.96105
C -2.04076 -2.13090 -2.53288
F -1.98091 -1.11442 -3.39211
Br -3.21595 -1.53197 -1.08814
C -2.70191 -3.32198 -3.25336
F -3.23297 -4.17426 -2.40710
F -1.82477 -3.95019 -4.00123
Br -4.11711 -2.72415 -4.48346
C 3.31357 -2.02578 -2.68500
O 3.62624 -3.42605 -2.63534
O 2.37957 -4.08695 -2.88580
H -5.91244 2.70191 4.14360
H -5.97204 0.99711 3.80064
H -5.77703 2.15311 2.49956
H -3.54867 2.75496 3.27581
H -3.79983 1.89136 4.75490
H -2.76433 0.95209 2.22144
H -4.13812 -0.02874 2.73851
H -2.95692 -0.97997 4.40106
H -2.19658 0.50475 4.88697
H -0.88200 -1.52636 3.79411
H -1.25023 -0.66310 2.32215
H -0.17340 0.98168 4.55024
H 0.89385 -0.24795 3.98968
H 0.63528 2.26279 2.90167
H -0.40002 1.30633 1.84562
H 2.55157 1.22203 2.15072
H 1.77620 -0.29543 1.84333
H 1.75239 2.17853 0.17965
H 0.59259 0.92777 -0.12056
H 3.61066 0.40676 0.00131
H 2.80800 0.93784 -1.42476
H 2.65323 -3.87669 -0.11600
H 3.22676 -2.60380 0.88509
H 0.48223 -3.82005 1.00302
H 0.90996 -2.36081 1.88041
H 3.02775 -4.20186 2.18344
H 1.95316 -3.67048 3.45913
H 1.36543 -5.96321 1.56022
H 0.54886 -5.61367 3.03661
H 0.36267 -0.96492 -2.92591
H -0.38538 -0.48060 -1.46474
H -0.21099 -3.26259 -2.56269
H -0.85826 -2.91451 -0.98707
H 2.89111 -1.77878 -3.65301
H 4.26098 -1.54182 -2.52558
H 2.59136 -5.00588 -2.70470
C 1.87826 5.63458 -4.72694
C 2.68566 4.46222 -4.17600
C 1.85191 3.20620 -3.89624
O 1.06060 3.27277 -2.73106
C -0.15887 3.97051 -2.86056
N 3.41386 4.90303 -2.98091
H 1.31240 6.14696 -3.95114
H 2.54157 6.37534 -5.17205
H 1.17914 5.30343 -5.49795
H 3.42198 4.19067 -4.93815
H 2.54106 2.37530 -3.72646
H 1.23525 2.93321 -4.76394
H -0.60017 3.83560 -3.85293
H -0.03158 5.03796 -2.65361
H -0.84495 3.56926 -2.11500
H 4.03727 4.15908 -2.68069
H 2.73670 4.97206 -2.22532
C 0.64941 11.12008 -2.16955
C 0.99805 11.02731 -3.65231
C 1.07699 9.58906 -4.18306
O 2.23951 8.88069 -3.81742
C 2.22855 8.32652 -2.51261
N 2.23834 11.76942 -3.89681
H 1.50274 10.90041 -1.52957
H 0.32254 12.12838 -1.92101
H -0.15892 10.43184 -1.91240
H 0.19537 11.52440 -4.20603
H 1.10165 9.63606 -5.27560
H 0.17906 9.01640 -3.91028
H 1.22733 7.99223 -2.22158
H 2.60873 9.04761 -1.78442
H 2.89778 7.46672 -2.51407
H 2.41134 11.80521 -4.89719
H 3.00542 11.20975 -3.53460
C -0.65770 -12.22612 -1.00839
C -0.01635 -12.06612 -2.38218
C -0.05455 -10.63018 -2.92345
O -1.31070 -10.20740 -3.40833
C -2.23137 -9.77893 -2.42049
N -0.63865 -13.01692 -3.30989
H -1.74588 -12.24561 -1.05762
H -0.34795 -13.16679 -0.55407
H -0.35738 -11.41674 -0.34012
H 1.03880 -12.33664 -2.28125
H 0.61660 -10.58092 -3.78499
H 0.32832 -9.91586 -2.18167
H -1.72795 -9.27029 -1.59314
H -2.82029 -10.61644 -2.03714
H -2.91722 -9.07776 -2.89286
H -0.13820 -12.99361 -4.19352
H -1.56100 -12.65775 -3.54039
C -0.66286 16.33493 1.29416
C -0.30006 16.22839 -0.18406
C -0.19734 14.78586 -0.69757
O 0.97321 14.09711 -0.31430
C 0.95172 13.55960 0.99389
N 0.93122 16.98569 -0.42513
H 0.19042 16.13482 1.94069
H -1.00541 17.34345 1.52282
H -1.46362 15.64103 1.55674
H -1.10437 16.70721 -0.75036
H -0.16266 14.82128 -1.78991
H -1.08927 14.20292 -0.42724
H -0.04812 13.21512 1.27381
H 1.31285 14.28457 1.72745
H 1.63189 12.70853 1.00897
H 1.11370 17.01426 -1.42392
H 1.70352 16.44171 -0.05045
C -3.81926 -7.40623 2.92687
C -2.52467 -8.13228 3.23081
C -2.71529 -9.56867 3.73326
O -3.14919 -9.68133 5.07523
C -4.53580 -9.49317 5.27704
N -1.74408 -7.32180 4.16440
H -4.31356 -7.05143 3.83221
H -3.61608 -6.53744 2.31621
H -4.51692 -8.04399 2.38046
H -1.96360 -8.20083 2.29486
H -1.74224 -10.06755 3.70407
H -3.38286 -10.13457 3.06869
H -5.12211 -9.88175 4.43930
H -4.77503 -8.43919 5.43618
H -4.81311 -10.03735 6.18005
H -0.84126 -7.75257 4.28007
H -2.17829 -7.40969 5.07904
```

molecular weight	1255.781	u
ΔE to the lowest compared entry with this formula, charge and spin	1.0006	eV
net charge	-1
HOMO	-0.165	hartree
E_tot	-11086.36683	Eh


Entry 3:
The following is a quantum chemistry calculation of an isolated molecule of C6H9NO2, from the OMol25 dataset.

Structure (XYZ):
```
18
C6H9NO2 | the OMol25 dataset | wB97M-V/def2-TZVPD
O 2.81621 -1.57290 -0.02566
C 1.99857 -0.65683 -0.02008
C 1.88935 0.61980 -0.73222
C 0.82423 1.26809 -0.33267
C 0.13903 0.59845 0.83314
C -1.33836 0.49815 0.47146
C -1.55087 -0.41773 -0.73476
O -1.86788 -1.71589 -0.27880
N 0.82685 -0.67009 0.72987
H 2.61080 0.93177 -1.43093
H 0.59690 2.22794 -0.67719
H 0.16430 1.18638 1.75808
H -1.83531 1.41171 0.11981
H -1.97172 0.11790 1.39075
H -0.81121 -0.41472 -1.48670
H -2.47063 -0.06044 -1.08964
H -0.97327 -2.04264 -0.00257
H 0.95301 -1.30895 1.50811
```

molecular weight	127.143	u
ΔE to the lowest compared entry with this formula, charge and spin	1.3459	eV
HOMO	-0.364	hartree
E_tot	-439.22690	Eh
SMILES	O=C1C=C[C@@H](CCO)N1


Entry 4:
The following is a quantum chemistry calculation of a cluster of 2 separate species, C5H16N3S in total, from the OMol25 dataset.

Structure (XYZ):
```
25
C5H16N3S | the OMol25 dataset | wB97M-V/def2-TZVPD
C -0.14619 2.13268 -2.03032
C -1.00475 1.65937 0.21572
N -1.11018 1.51294 -1.09688
N 0.20253 1.75130 0.81615
N -2.07130 1.53231 0.99404
H -1.79490 0.88402 -1.49129
H 1.05116 1.66092 0.28021
H 0.28778 2.55766 1.44314
H -2.97095 1.33961 0.58078
H -2.14474 1.97741 1.89464
H 0.40135 2.91493 -1.51438
H -0.75228 2.70858 -2.74253
H 0.36719 1.35235 -2.58198
C 0.41698 -2.44575 0.75103
C -0.81311 -2.18416 1.58651
C 2.48127 -1.47986 -0.81860
S 0.71272 -1.22683 -0.59688
H 1.31751 -2.43581 1.36187
H 0.38935 -3.39521 0.21558
H -1.71896 -2.48616 1.06943
H -0.91707 -1.13415 1.86143
H 2.68255 -2.43606 -1.30110
H 2.79493 -0.72588 -1.54640
H 3.05776 -1.36919 0.09069
H -0.71866 -2.66503 2.55915
```

molecular weight	150.271	u
ΔE to the lowest compared entry with this formula, charge and spin	1.1180	eV
net charge	+1
HOMO	-0.426	hartree
E_tot	-762.33263	Eh


Entry 5:
The following is a quantum chemistry calculation of a structure of composition C20H41AlB2Br3CaClCsF4N2O7S, from the OMol25 dataset.

Structure (XYZ):
```
84
C20H41AlB2Br3CaClCsF4N2O7S | the OMol25 dataset | wB97M-V/def2-TZVPD
N 2.46301 -0.92362 2.43963
C 2.19398 0.38556 1.95922
C 2.84780 0.69087 0.54324
B 2.18649 -0.15909 -0.69189
C 2.86565 -1.65509 -1.00714
C 4.36889 -1.50208 -1.44605
C 5.29799 -1.85198 -0.25898
S 5.60145 -3.61845 -0.10092
O 5.94579 -4.25003 -1.41812
O 6.70118 -3.83741 0.78129
O 4.28705 -4.37357 0.46012
C 0.56776 -0.25163 -0.54000
O 0.09350 -1.20949 0.46900
C -0.89262 -2.04326 0.03272
C -1.99133 -2.12204 0.86670
C -3.07607 -2.93892 0.59773
C -3.08853 -3.68217 -0.54923
C -1.93697 -3.62701 -1.48732
C -0.87665 -2.81291 -1.12721
H 2.02358 -1.67870 1.90298
H 3.46363 -1.08601 2.62075
H 1.11901 0.60796 1.95306
H 2.64235 1.09227 2.69276
H 3.95266 0.55499 0.52426
H 2.68423 1.76629 0.38386
H 2.40726 0.47944 -1.70723
H 2.71016 -2.36633 -0.16898
H 2.33325 -2.04815 -1.88552
H 4.53208 -0.48841 -1.81888
H 4.54256 -2.26035 -2.22075
H 4.76675 -1.55657 0.65417
H 6.25055 -1.30585 -0.29460
H 4.59368 -5.21758 0.83508
H 0.20121 0.75542 -0.27654
H 0.13276 -0.44844 -1.53037
H -2.00377 -1.52591 1.77716
H -3.91257 -3.00092 1.28761
H -3.98159 -4.32911 -0.75161
H -1.87718 -4.20607 -2.47331
H -0.02279 -2.77015 -1.80305
Cs -2.92140 -5.41381 -3.06910
Ca 6.10519 -6.48946 -1.23775
C -2.99537 0.89500 -1.23774
O -2.72669 1.99155 -2.08341
C -2.06118 1.63649 -3.29310
C -2.98106 1.79521 -4.49130
N -4.03587 0.78399 -4.49180
C -5.10416 1.03340 -5.46485
C -5.94245 2.29967 -5.29989
O -6.77031 2.30189 -4.15206
C -6.14135 2.71216 -2.95219
H -3.33615 1.28404 -0.27849
H -3.79079 0.26564 -1.65389
H -2.09718 0.29157 -1.07152
H -1.64069 0.62505 -3.24262
H -1.22811 2.33608 -3.40562
H -2.39421 1.70139 -5.40947
H -3.39515 2.80891 -4.45208
H -4.45107 0.74244 -3.57051
H -5.78412 0.17976 -5.40556
H -4.67076 1.02237 -6.46949
H -6.62475 2.34138 -6.15229
H -5.34287 3.21563 -5.34914
H -5.37000 3.46636 -3.12720
H -5.72085 1.85434 -2.41791
H -6.90569 3.14998 -2.31003
B 2.90279 2.92215 4.73609
F 2.87340 2.16248 5.90672
F 3.05824 4.25830 5.00720
F 4.01356 2.45708 3.94324
F 1.71400 2.70568 3.99092
Cl 2.40183 -1.99659 4.24446
Al 5.20265 -0.21045 3.38111
C 2.22171 2.05206 9.23422
Br 3.88401 2.99562 9.45475
Br 2.51266 0.17145 8.89807
Br 1.03598 2.32782 10.72395
H 1.73792 2.45782 8.35583
C -1.25632 2.98359 2.43107
O 0.04395 2.40646 2.30771
H -1.94283 2.42561 1.79671
H -1.59596 2.92586 3.46671
H -1.23775 4.02549 2.10851
H 0.64105 2.91298 2.87810
```

molecular weight	1026.368	u
net charge	+3
HOMO	-0.467	hartree
E_tot	-11391.45414	Eh


Entry 6:
The following is a quantum chemistry calculation of a cluster of 4 separate species, CH12N2O3 in total, from the OMol25 dataset.

Structure (XYZ):
```
18
CH12N2O3 | the OMol25 dataset | wB97M-V/def2-TZVPD
N 1.16207 -0.97844 -1.35564
C 2.55932 -0.57043 -1.06169
N 2.68593 0.79969 -0.70504
H 0.99355 -0.82007 -2.33817
H 1.11282 -1.98033 -1.16479
H 2.94117 -1.20853 -0.26559
H 3.20208 -0.77143 -1.91795
H 2.15518 1.25699 0.00179
H 3.16134 1.41151 -1.33450
O -0.91579 -0.18672 0.32395
H -0.14291 -0.42502 -0.24395
H -1.66300 0.14625 -0.17509
O -0.90698 -3.04016 -0.04181
H -1.25061 -2.29626 0.47518
H -1.63842 -3.66709 0.06080
O -4.28132 4.31582 2.98247
H -3.93881 3.83273 3.73965
H -5.23563 4.18149 3.02038
```

molecular weight	100.118	u
ΔE to the lowest compared entry with this formula, charge and spin	0.4968	eV
HOMO	-0.332	hartree
E_tot	-380.51223	Eh
SMILES	NCN.O.O.O


Number 1: LUMO energy -0.1497 Ha. Number 2: LUMO energy 0.0682 Ha. Number 3: LUMO energy 0.0182 Ha. Number 4: LUMO energy -0.1077 Ha. Number 5: LUMO energy -0.4395 Ha. Number 6: LUMO energy 0.0349 Ha.